{"formula": "C33H79ClF5NO14", "method": "ωB97M-V/def2-TZVPD", "gap_ha": 0.373, "symbols": ["C", "C", "Cl", "C", "C", "N", "C", "O", "O", "C", "O", "C", "C", "C", "C", "F", "F", "C", "F", "F", "F", "H", "H", "H", "H", "H", "H", "H", "H", "H", "H", "H", "H", "H", "C", "C", "O", "H", "H", "H", "H", "H", "H", "C", "C", "O", "H", "H", "H", "H", "H", "H", "C", "C", "O", "H", "H", "H", "H", "H", "H", "C", "C", "O", "H", "H", "H", "H", "H", "H", "C", "C", "O", "H", "H", "H", "H", "H", "H", "C", "C", "O", "H", "H", "H", "H", "H", "H", "C", "C", "O", "H", "H", "H", "H", "H", "H", "C", "C", "O", "H", "H", "H", "H", "H", "H", "C", "C", "O", "H", "H", "H", "H", "H", "H", "C", "C", "O", "H", "H", "H", "H", "H", "H", "C", "C", "O", "H", "H", "H", "H", "H", "H"], "xyz": [[-2.63, -6.76, 0.62], [-1.77, -5.50, 0.28], [-1.70, -4.53, 1.82], [-0.34, -5.86, -0.22], [0.61, -4.63, -0.39], [2.01, -5.19, -0.26], [2.68, -4.39, 0.35], [3.16, -3.63, 1.03], [0.56, -4.04, -1.70], [-0.44, -3.12, -1.84], [-1.15, -2.75, -0.96], [-0.67, -2.59, -3.26], [-0.68, -1.02, -3.38], [0.15, -0.26, -2.28], [-0.68, 0.31, -1.11], [-2.00, -0.01, -1.17], [-0.65, 1.69, -1.21], [-0.16, -0.02, 0.34], [0.72, -1.03, 0.42], [-1.19, -0.35, 1.13], [0.43, 1.06, 0.90], [-2.65, -7.49, -0.22], [-2.32, -7.24, 1.57], [-3.69, -6.44, 0.77], [-2.32, -4.97, -0.52], [0.13, -6.47, 0.59], [-0.36, -6.49, -1.13], [0.51, -3.89, 0.44], [-1.67, -2.96, -3.57], [0.05, -3.06, -3.96], [-1.71, -0.62, -3.50], [-0.16, -0.78, -4.36], [0.60, 0.61, -2.80], [1.01, -0.90, -1.98], [0.29, -4.61, 5.82], [-0.44, -5.94, 5.78], [-1.69, -5.82, 5.11], [-0.32, -3.85, 6.32], [1.24, -4.69, 6.34], [0.48, -4.25, 4.80], [-0.65, -6.29, 6.80], [0.16, -6.70, 5.27], [-1.50, -5.52, 4.21], [1.75, 4.91, 1.75], [0.36, 4.54, 2.24], [-0.44, 4.05, 1.17], [1.69, 5.67, 0.97], [2.36, 5.29, 2.56], [2.25, 4.04, 1.31], [-0.14, 5.41, 2.66], [0.42, 3.77, 3.01], [0.00, 3.28, 0.80], [-0.12, 0.70, -8.37], [-0.25, 0.79, -6.86], [0.88, 0.19, -6.22], [-0.03, -0.35, -8.68], [-0.98, 1.15, -8.86], [0.79, 1.21, -8.71], [-1.14, 0.26, -6.52], [-0.32, 1.84, -6.54], [1.67, 0.67, -6.51], [-5.66, 0.05, -2.37], [-6.11, -1.39, -2.22], [-5.11, -2.28, -2.69], [-5.44, 0.27, -3.42], [-6.43, 0.74, -2.02], [-4.74, 0.23, -1.81], [-7.02, -1.57, -2.80], [-6.32, -1.62, -1.17], [-4.31, -2.12, -2.17], [-8.10, -4.55, -4.97], [-7.10, -5.29, -4.10], [-5.82, -5.28, -4.72], [-8.17, -5.01, -5.96], [-9.10, -4.57, -4.51], [-7.80, -3.52, -5.12], [-7.40, -6.33, -3.98], [-7.02, -4.83, -3.11], [-5.56, -4.35, -4.82], [0.13, 2.07, 6.07], [1.64, 2.18, 6.19], [2.27, 1.07, 5.55], [-0.22, 1.14, 6.53], [-0.36, 2.91, 6.56], [-0.18, 2.04, 5.03], [1.95, 2.18, 7.23], [2.00, 3.10, 5.72], [2.01, 1.07, 4.63], [-7.27, 2.35, -6.93], [-6.26, 1.61, -6.07], [-4.97, 1.63, -6.68], [-7.33, 1.90, -7.92], [-8.26, 2.33, -6.48], [-6.96, 3.39, -7.07], [-6.56, 0.57, -5.95], [-6.19, 2.07, -5.08], [-4.71, 2.56, -6.77], [3.41, -1.77, 4.53], [4.43, -2.89, 4.68], [3.81, -4.15, 4.48], [2.59, -1.90, 5.24], [3.86, -0.80, 4.68], [2.96, -1.80, 3.53], [4.86, -2.88, 5.68], [5.24, -2.77, 3.96], [3.44, -4.15, 3.59], [5.43, 6.96, -0.94], [3.98, 7.41, -0.86], [3.61, 7.66, 0.50], [5.58, 6.05, -0.35], [5.71, 6.76, -1.98], [6.09, 7.72, -0.54], [3.32, 6.64, -1.25], [3.83, 8.32, -1.44], [4.19, 8.35, 0.83], [9.15, 8.57, -3.32], [8.73, 7.11, -3.30], [7.36, 6.98, -3.67], [8.53, 9.15, -2.63], [10.20, 8.67, -3.02], [9.02, 8.99, -4.31], [8.84, 6.69, -2.30], [9.34, 6.52, -3.99], [7.26, 7.34, -4.56], [1.70, 1.05, 10.87], [3.06, 0.47, 10.56], [3.00, -0.37, 9.40], [0.97, 0.25, 11.03], [1.73, 1.68, 11.75], [1.33, 1.64, 10.02], [3.42, -0.14, 11.39], [3.79, 1.26, 10.38], [2.70, 0.18, 8.67]], "mulliken_charge": [-1.414, 0.708, -0.255, -1.252, 0.634, -0.805, 0.712, -0.399, -0.430, 0.654, -0.444, -0.837, 0.200, -1.475, 1.028, -0.251, -0.350, 0.688, -0.269, -0.283, -0.241, 0.360, 0.344, 0.379, 0.171, 0.291, 0.296, 0.401, 0.223, 0.350, 0.490, -0.257, 0.519, 0.448, -0.789, -0.316, -0.475, 0.278, 0.321, 0.185, 0.298, 0.255, 0.260, -0.998, 0.131, -0.508, 0.215, 0.364, 0.304, 0.335, -0.089, 0.227, -1.169, -0.025, -0.544, 0.312, 0.324, 0.338, 0.257, 0.239, 0.294, -0.715, -0.308, -0.399, 0.126, 0.412, 0.113, 0.308, 0.293, 0.171, -0.943, -0.141, -0.528, 0.306, 0.308, 0.224, 0.314, 0.168, 0.300, -1.036, -0.217, -0.397, 0.310, 0.343, 0.285, 0.227, 0.236, 0.237, -1.165, 0.002, -0.492, 0.294, 0.337, 0.338, 0.222, 0.196, 0.276, -0.558, -0.422, -0.494, 0.217, 0.304, 0.110, 0.333, 0.267, 0.255, -0.851, -0.278, -0.495, 0.261, 0.206, 0.327, 0.280, 0.274, 0.274, -1.015, -0.223, -0.483, 0.267, 0.324, 0.321, 0.280, 0.277, 0.274, -0.908, -0.239, -0.466, 0.257, 0.322, 0.250, 0.293, 0.248, 0.243]}

---

{"formula": "C33H83BI2N4O3P", "method": "ωB97M-V/def2-TZVPD", "charge": -1, "gap_ha": 0.231, "symbols": ["C", "O", "C", "C", "C", "C", "P", "C", "B", "O", "O", "C", "I", "C", "C", "I", "H", "H", "H", "H", "H", "H", "H", "H", "H", "H", "H", "H", "H", "H", "H", "H", "H", "H", "H", "H", "H", "H", "H", "C", "C", "N", "C", "C", "C", "C", "H", "H", "H", "H", "H", "H", "H", "H", "H", "H", "H", "H", "H", "H", "H", "C", "C", "N", "C", "C", "C", "C", "H", "H", "H", "H", "H", "H", "H", "H", "H", "H", "H", "H", "H", "H", "H", "C", "C", "N", "C", "C", "C", "C", "H", "H", "H", "H", "H", "H", "H", "H", "H", "H", "H", "H", "H", "H", "H", "C", "C", "N", "C", "C", "C", "C", "H", "H", "H", "H", "H", "H", "H", "H", "H", "H", "H", "H", "H", "H", "H"], "xyz": [[7.02, 2.72, 0.15], [6.75, 4.02, -0.32], [5.95, 4.76, 0.60], [5.29, 5.94, -0.12], [3.75, 5.88, -0.16], [3.18, 4.83, -1.12], [2.64, 3.14, -0.37], [2.00, 2.57, -2.14], [2.06, 1.03, -2.13], [0.89, 0.28, -2.04], [3.27, 0.32, -2.19], [0.77, 3.79, 0.11], [0.82, 4.69, 2.05], [-0.26, 2.65, -0.03], [-1.24, 2.86, -1.19], [-1.47, 2.22, 1.72], [7.34, 2.75, 1.21], [7.83, 2.31, -0.45], [6.14, 2.08, 0.07], [5.20, 4.12, 1.05], [6.61, 5.13, 1.40], [5.58, 6.87, 0.38], [5.69, 5.96, -1.13], [3.39, 5.68, 0.85], [3.39, 6.88, -0.41], [2.34, 5.25, -1.69], [3.94, 4.57, -1.86], [3.14, 3.52, 0.94], [2.21, 1.82, 0.22], [3.93, 2.52, -0.69], [1.00, 2.95, -2.38], [2.69, 3.00, -2.87], [1.11, -0.62, -1.75], [3.75, 0.35, -1.35], [0.44, 4.61, -0.53], [0.28, 1.72, -0.16], [-2.19, 2.36, -1.02], [-0.83, 2.44, -2.11], [-1.44, 3.93, -1.33], [1.05, -3.25, -3.41], [0.01, -4.24, -2.92], [-0.96, -3.64, -2.01], [-1.78, -4.61, -1.32], [-2.75, -5.46, -2.15], [-1.64, -2.45, -2.50], [-2.44, -2.57, -3.81], [1.53, -2.75, -2.56], [1.82, -3.75, -3.99], [0.61, -2.48, -4.05], [0.50, -5.04, -2.36], [-0.46, -4.73, -3.80], [-2.35, -4.07, -0.55], [-1.11, -5.28, -0.78], [-3.61, -4.88, -2.49], [-3.13, -6.28, -1.54], [-2.27, -5.89, -3.02], [-0.90, -1.66, -2.63], [-2.29, -2.10, -1.70], [-1.87, -3.11, -4.57], [-2.65, -1.58, -4.20], [-3.39, -3.08, -3.67], [-5.12, 4.02, 0.17], [-6.56, 3.84, -0.28], [-6.68, 2.96, -1.43], [-7.99, 2.98, -2.05], [-9.18, 2.45, -1.23], [-6.05, 1.66, -1.29], [-6.50, 0.77, -0.13], [-4.49, 4.35, -0.65], [-5.07, 4.77, 0.97], [-4.70, 3.10, 0.58], [-6.97, 4.81, -0.59], [-7.16, 3.51, 0.58], [-7.92, 2.41, -2.99], [-8.20, 4.01, -2.33], [-9.17, 1.37, -1.14], [-10.11, 2.73, -1.73], [-9.19, 2.88, -0.23], [-4.97, 1.81, -1.20], [-6.19, 1.12, -2.24], [-6.57, 1.33, 0.81], [-5.77, -0.03, 0.03], [-7.47, 0.30, -0.31], [7.20, 3.51, 4.39], [7.49, 4.24, 5.70], [8.65, 5.11, 5.61], [9.10, 5.60, 6.90], [8.17, 6.53, 7.68], [8.63, 6.07, 4.52], [7.45, 7.05, 4.45], [8.07, 2.97, 4.04], [6.38, 2.80, 4.53], [6.89, 4.20, 3.60], [7.70, 3.51, 6.48], [6.58, 4.77, 6.01], [10.06, 6.11, 6.74], [9.32, 4.73, 7.52], [8.12, 7.53, 7.25], [8.53, 6.64, 8.71], [7.15, 6.13, 7.73], [8.67, 5.52, 3.58], [9.57, 6.63, 4.57], [6.50, 6.54, 4.61], [7.41, 7.51, 3.46], [7.53, 7.86, 5.19], [-2.58, -9.87, -1.90], [-3.64, -10.83, -1.37], [-4.58, -10.20, -0.46], [-5.40, -11.14, 0.27], [-6.39, -12.01, -0.52], [-5.26, -9.02, -0.98], [-6.08, -9.17, -2.27], [-2.06, -9.38, -1.08], [-1.86, -10.43, -2.49], [-3.01, -9.10, -2.55], [-3.15, -11.63, -0.81], [-4.14, -11.31, -2.23], [-5.95, -10.58, 1.04], [-4.72, -11.80, 0.82], [-7.25, -11.44, -0.87], [-6.77, -12.81, 0.12], [-5.92, -12.47, -1.38], [-4.50, -8.25, -1.14], [-5.90, -8.64, -0.18], [-5.53, -9.74, -3.02], [-6.28, -8.19, -2.69], [-7.03, -9.66, -2.10]], "mulliken_charge": [-0.360, -0.448, 0.474, -1.108, -0.786, -1.203, 0.580, -1.100, 0.522, -0.389, -0.550, -1.277, -0.050, 0.439, -1.031, -0.033, 0.081, 0.272, 0.121, 0.357, -0.134, 0.375, 0.385, 0.269, 0.320, 0.643, 0.491, -0.012, 0.094, -0.385, 0.200, 0.288, 0.163, 0.305, 0.611, 0.095, 0.208, 0.220, 0.283, -1.225, -0.332, 0.256, -1.037, -0.461, -0.072, -1.227, 0.191, 0.477, 0.235, 0.443, 0.234, 0.348, 0.426, 0.226, 0.047, 0.274, -0.210, 0.442, 0.256, 0.446, 0.305, -1.301, -0.363, 0.149, -0.704, -0.985, -0.393, -1.057, 0.322, 0.451, 0.175, 0.450, 0.245, 0.356, 0.416, 0.219, 0.403, 0.277, 0.032, 0.355, 0.245, 0.404, 0.303, -1.182, -0.454, 0.103, -0.727, -0.977, -0.767, -0.990, 0.349, 0.474, 0.013, 0.492, 0.250, 0.361, 0.424, 0.222, 0.396, 0.278, 0.411, 0.362, 0.236, 0.373, 0.325, -1.409, -0.366, 0.113, -0.698, -0.971, -0.141, -1.035, 0.317, 0.451, 0.291, 0.455, 0.246, 0.357, 0.410, 0.219, 0.399, 0.276, -0.196, 0.380, 0.243, 0.411, 0.300]}

---

Summary of LUMO energy in hartree
0.0146 0.0746
(order as listed above)